Below is a cluster of 2 separate species, C4H5F5S2 in total in a non-equilibrium geometry, with properties calculated with ωB97M-V/def2-TZVPD.

Results
2S+1 = 1
ΔE to the lowest compared entry with this formula, charge and spin = 24.8 kJ/mol
E = -39483.4536 eV
Gap between HOMO and LUMO = 8.15 eV
Max |F| = 0.0770 Eh/bohr

Cartesian coordinates (Å):
C -2.049 -1.096 0.317
C -2.966 0.080 0.080
C 1.344 -0.078 0.088
C 2.912 -0.318 0.190
F -4.291 -0.162 0.206
F 0.927 -0.651 -1.092
F 3.213 -1.569 0.423
F 3.583 0.074 -0.904
F 3.416 0.455 1.206
S -2.532 1.603 -0.144
S 1.053 1.685 0.059
H -2.512 -2.029 -0.025
H -1.163 -1.006 -0.176
H -1.901 -0.981 1.334
H -0.270 1.677 -0.449
H 1.238 2.318 -1.114

---

Below is a structure of composition C19H18Cl2HoI2N3O2S4Sb in a non-equilibrium geometry, with properties calculated with ωB97M-V/def2-TZVPD.

Results
2S+1 = 6
ΔE to the lowest compared entry with this formula, charge and spin = 203.7 kJ/mol
E = -145486.3637 eV
Gap between HOMO and LUMO (spin up / spin down) = 2.51 / 4.18 eV
Total charge = -2
Max |F| = 0.0814 Eh/bohr

Cartesian coordinates (Å):
Ho 1.266 -0.314 0.144
I -4.004 4.172 1.803
C -2.043 3.477 1.873
C -1.708 2.510 2.817
C -0.484 1.857 2.732
I -0.091 0.249 4.079
C 0.353 2.093 1.605
O 1.529 1.488 1.409
C -0.101 2.945 0.594
C 0.647 2.916 -0.716
N 0.483 1.560 -1.346
C -0.945 1.287 -1.723
C -1.697 0.629 -0.627
C -3.014 0.979 -0.523
C -3.887 0.194 0.244
C -3.299 -0.870 0.923
C -1.941 -1.128 0.855
N -1.078 -0.387 0.072
C -1.270 3.668 0.715
H -2.354 2.307 3.645
H 1.687 3.096 -0.617
H 0.269 3.721 -1.323
H 1.049 1.575 -2.192
H -0.919 0.670 -2.610
H -1.411 2.235 -2.017
H -3.373 1.877 -1.014
H -4.903 0.407 0.378
H -3.915 -1.528 1.539
H -1.497 -1.876 1.529
H -1.627 4.354 -0.053
S 0.303 -2.978 5.356
Sb 2.085 -3.844 4.371
S 1.538 -2.709 1.255
S 3.275 -2.095 0.176
S 1.713 -6.089 4.138
O 1.262 -0.825 -2.261
N 1.068 -1.907 -2.917
C 1.039 -1.857 -4.277
C 0.738 -2.966 -5.004
C 0.329 -4.141 -4.345
C 0.453 -4.170 -2.969
C 0.798 -3.057 -2.259
H 1.247 -0.863 -4.675
H 0.710 -2.955 -6.072
H 0.059 -5.010 -4.932
H 0.269 -5.069 -2.439
H 0.899 -3.066 -1.217
Cl 4.643 0.302 2.961
C 4.089 1.984 3.044
Cl 3.779 2.497 4.733
H 3.162 2.007 2.525
H 4.819 2.651 2.612

---

Below is a cluster of 17 separate species, C68H187N17O17 in total in a non-equilibrium geometry, with properties calculated with ωB97M-V/def2-TZVPD.

Results
2S+1 = 1
ΔE to the lowest compared entry with this formula, charge and spin = 519.0 kJ/mol
E = -133674.9757 eV
Gap between HOMO and LUMO = 9.25 eV
Max |F| = 0.0707 Eh/bohr

Cartesian coordinates (Å):
C -0.928 -0.165 35.582
C -1.603 -1.439 36.174
C -2.403 -0.987 37.331
O -3.065 -2.110 37.857
C -4.080 -1.778 38.757
N -2.270 -2.077 35.009
H -0.329 0.409 36.311
H -1.660 0.406 35.058
H -0.226 -0.549 34.844
H -0.827 -2.169 36.465
H -3.191 -0.329 36.930
H -1.815 -0.425 38.069
H -4.682 -0.878 38.461
H -3.759 -1.561 39.778
H -4.734 -2.648 38.703
H -3.140 -1.585 34.794
H -2.565 -3.003 35.259
C -1.401 3.489 31.032
C -2.121 2.831 32.187
C -2.455 1.383 31.970
O -1.354 0.729 31.397
C -1.593 -0.693 31.380
N -1.255 3.106 33.358
H -0.347 3.419 31.064
H -1.569 4.589 30.936
H -1.836 3.092 30.119
H -3.112 3.353 32.327
H -3.307 1.105 31.339
H -2.588 0.999 32.988
H -0.886 -1.093 30.711
H -2.561 -0.844 30.912
H -1.488 -1.265 32.307
H -1.402 2.472 34.125
H -0.256 2.963 33.092
C -4.063 8.800 29.462
C -4.095 9.634 28.204
C -5.524 10.063 27.881
O -6.345 8.955 27.543
C -7.692 9.296 27.313
N -3.340 10.836 28.526
H -4.688 7.897 29.386
H -4.439 9.438 30.290
H -3.037 8.462 29.525
H -3.720 9.057 27.396
H -5.556 10.794 27.013
H -5.983 10.596 28.807
H -7.833 9.937 26.402
H -8.109 9.879 28.099
H -8.191 8.287 27.232
H -3.636 11.564 27.886
H -3.600 11.117 29.431
C -9.909 10.430 34.596
C -9.577 9.190 33.667
C -8.414 9.488 32.771
O -8.211 8.382 31.924
C -7.476 8.745 30.760
N -9.370 7.999 34.497
H -10.420 10.062 35.524
H -10.639 11.099 34.061
H -9.005 10.849 34.938
H -10.450 8.976 33.033
H -7.509 9.689 33.460
H -8.562 10.381 32.197
H -7.955 9.323 30.052
H -7.228 7.822 30.269
H -6.517 9.256 30.967
H -9.111 7.168 33.985
H -8.774 8.137 35.256
C -1.630 2.968 37.145
C -3.048 3.420 37.028
C -3.123 4.950 37.050
O -2.574 5.434 38.265
C -1.761 6.638 38.218
N -3.693 2.848 35.793
H -1.160 3.567 37.896
H -1.158 3.073 36.175
H -1.572 1.922 37.389
H -3.700 3.091 37.897
H -4.182 5.329 36.849
H -2.472 5.316 36.197
H -1.260 6.688 39.242
H -2.441 7.477 37.962
H -0.898 6.573 37.612
H -3.222 3.210 34.946
H -4.702 2.781 35.655
C -9.722 5.064 31.303
C -9.765 4.824 29.836
C -11.130 4.699 29.210
O -11.652 3.392 29.658
C -11.762 2.438 28.529
N -9.254 6.034 29.189
H -8.678 5.209 31.716
H -10.043 4.261 31.983
H -10.232 5.973 31.650
H -9.168 3.945 29.613
H -11.053 4.737 28.076
H -11.924 5.416 29.508
H -12.588 1.755 28.758
H -10.827 1.850 28.493
H -11.954 2.872 27.507
H -9.034 6.086 28.155
H -8.472 6.457 29.656
C -9.435 -1.460 28.769
C -8.237 -0.554 29.067
C -7.195 -0.892 28.008
O -6.589 -2.166 28.231
C -5.674 -2.611 27.293
N -8.499 0.928 29.103
H -10.142 -1.359 29.538
H -9.104 -2.489 28.816
H -9.832 -1.108 27.834
H -7.781 -0.968 29.990
H -6.342 -0.185 27.903
H -7.703 -0.815 27.044
H -4.947 -1.840 27.075
H -6.252 -2.880 26.442
H -5.153 -3.476 27.723
H -7.753 1.359 29.655
H -9.304 1.101 29.620
C -6.791 -4.218 34.850
C -5.369 -4.762 34.859
C -4.827 -4.939 36.266
O -3.456 -5.349 36.141
C -2.990 -5.969 37.308
N -5.334 -6.049 34.248
H -7.042 -3.483 35.611
H -7.551 -4.999 35.045
H -7.020 -3.669 33.946
H -4.723 -4.087 34.380
H -5.407 -5.806 36.750
H -5.015 -4.023 36.834
H -3.579 -6.966 37.407
H -3.034 -5.409 38.260
H -1.942 -6.123 37.076
H -5.590 -5.922 33.240
H -4.413 -6.403 34.333
C -10.077 5.448 25.195
C -8.739 4.876 25.506
C -8.282 3.691 24.649
O -9.021 2.534 24.715
C -9.067 1.909 26.021
N -7.677 5.884 25.455
H -10.155 5.870 24.160
H -10.350 6.277 25.911
H -10.810 4.662 25.264
H -8.847 4.682 26.536
H -7.230 3.560 24.919
H -8.252 3.989 23.557
H -8.109 1.907 26.506
H -9.335 0.766 25.906
H -9.790 2.396 26.683
H -7.618 6.356 24.478
H -6.806 5.539 25.759
C -6.069 -0.268 35.683
C -7.112 0.400 36.643
C -7.970 1.479 35.908
O -7.133 2.640 35.595
C -7.875 3.763 35.095
N -8.197 -0.514 37.136
H -5.412 0.538 35.262
H -6.571 -0.900 34.929
H -5.373 -0.932 36.203
H -6.731 0.829 37.578
H -8.727 1.955 36.565
H -8.390 1.080 34.945
H -8.833 3.867 35.633
H -8.121 3.688 34.048
H -7.158 4.594 35.199
H -7.706 -1.313 37.534
H -8.588 -0.845 36.279
C 1.795 7.797 29.555
C 1.331 7.272 30.853
C 0.687 8.515 31.541
O 1.736 9.475 31.793
C 1.344 10.626 32.416
N 0.391 6.176 30.885
H 2.379 8.699 29.764
H 0.973 7.968 28.899
H 2.487 7.177 28.995
H 2.267 7.111 31.415
H 0.221 8.236 32.471
H 0.004 8.923 30.771
H 0.538 11.123 31.818
H 2.230 11.305 32.460
H 1.024 10.491 33.446
H 0.072 5.921 31.828
H 0.626 5.423 30.302
C -4.465 0.713 24.612
C -3.664 1.736 25.426
C -2.816 1.007 26.495
O -3.670 0.222 27.336
C -2.977 -0.380 28.415
N -2.733 2.508 24.574
H -4.009 -0.274 24.688
H -4.430 1.000 23.562
H -5.476 0.553 24.956
H -4.348 2.464 25.840
H -2.294 1.851 27.073
H -2.090 0.388 26.043
H -2.684 0.479 29.104
H -2.086 -0.911 28.126
H -3.683 -1.015 28.937
H -2.192 3.128 25.181
H -2.134 2.023 24.000
C 2.243 4.793 26.837
C 0.920 4.202 26.185
C -0.232 5.098 26.633
O -1.451 4.757 26.104
C -2.471 5.708 26.530
N 1.015 4.168 24.721
H 2.092 4.932 27.906
H 2.515 5.783 26.417
H 3.047 4.053 26.698
H 0.880 3.171 26.436
H 0.074 6.128 26.358
H -0.302 5.164 27.708
H -3.274 5.559 25.793
H -2.087 6.738 26.440
H -2.785 5.583 27.551
H 0.129 3.869 24.297
H 1.380 5.006 24.318
C -11.573 0.902 33.577
C -10.443 0.735 32.536
C -9.744 -0.633 32.558
O -9.218 -1.117 33.742
C -9.822 -2.355 34.157
N -10.789 0.988 31.097
H -11.869 1.985 33.573
H -11.317 0.626 34.626
H -12.387 0.337 33.116
H -9.611 1.395 32.660
H -8.974 -0.662 31.778
H -10.521 -1.377 32.180
H -9.998 -3.028 33.282
H -10.800 -2.137 34.680
H -9.092 -2.761 34.858
H -11.380 0.241 30.713
H -11.183 1.951 30.940
C -3.055 8.434 33.142
C -2.810 7.001 33.479
C -3.159 6.057 32.330
O -4.436 6.265 31.685
C -5.589 5.956 32.432
N -1.386 6.673 33.797
H -4.064 8.497 32.753
H -2.454 8.752 32.250
H -2.870 9.165 33.918
H -3.517 6.752 34.291
H -3.004 5.020 32.617
H -2.449 6.348 31.527
H -5.784 6.603 33.262
H -5.635 4.986 32.833
H -6.486 6.171 31.866
H -1.388 5.639 33.872
H -1.142 7.065 34.700
C -4.593 -2.640 32.050
C -4.213 -3.570 30.957
C -3.242 -4.684 31.370
O -1.953 -4.040 31.632
C -1.166 -4.836 32.548
N -5.520 -4.159 30.519
H -5.386 -3.000 32.757
H -4.983 -1.761 31.624
H -3.741 -2.502 32.681
H -3.719 -2.989 30.124
H -3.112 -5.415 30.499
H -3.651 -5.216 32.216
H -0.294 -4.254 32.886
H -0.746 -5.649 32.014
H -1.763 -5.167 33.445
H -5.357 -4.755 29.699
H -5.972 -3.332 30.187
C -5.192 4.975 28.794
C -5.180 3.479 29.085
C -5.881 3.241 30.400
O -5.807 1.812 30.735
C -6.375 1.613 32.032
N -5.986 2.828 27.967
H -4.475 5.534 29.376
H -6.137 5.466 29.055
H -5.037 5.099 27.732
H -4.176 3.095 29.086
H -6.875 3.620 30.447
H -5.437 3.761 31.188
H -6.504 0.548 32.160
H -7.347 2.041 32.074
H -5.718 1.989 32.833
H -5.607 1.894 27.847
H -7.069 2.825 28.244